[1]
DFT (the ωB97M-V functional and the def2-TZVPD basis) results for the ion C6H10 with charge -1 in a non-equilibrium geometry.

## Properties
Orbital gap (alpha / beta), eV: 3.74 / 6.60
DFT total energy, a.u.: -234.53085
Spin multiplicity: 2
Net charge: -1
Relative energy (zero: lowest compared OMol25 entry of this formula, charge and spin), kcal per mole: 4.9
E_HOMO (alpha / beta), eV: 0.49 / -2.44

Last column: Löwdin charge in e.
CARTESIAN COORDINATES (ANGSTROEM)
C 1.258 -0.820 0.865  -0.130
C 0.269 -0.725 -0.275  -0.423
C -0.691 0.276 -0.265  -0.182
C -0.900 1.268 0.770  -0.316
C -1.441 2.516 0.509  -0.181
C 0.406 -1.690 -1.398  -0.156
H 2.175 -1.339 0.586  0.048
H 0.807 -1.280 1.760  0.056
H 1.410 0.199 1.248  0.048
H -1.343 0.420 -1.128  0.075
H -0.543 0.949 1.741  0.050
H -1.467 2.918 -0.500  -0.015
H -1.423 3.291 1.274  -0.028
H 0.256 -2.755 -1.145  0.048
H 1.453 -1.661 -1.760  0.051
H -0.226 -1.568 -2.282  0.053



[2]
DFT (the ωB97M-V functional and the def2-TZVPD basis) results for the molecule C6H10 in a non-equilibrium geometry.

## Properties
Orbital gap (alpha / beta), eV: 7.88 / 7.83
DFT total energy, a.u.: -234.40688
Net charge: 0
Relative energy (zero: lowest compared OMol25 entry of this formula, charge and spin), kcal per mole: 122.8
E_HOMO (alpha / beta), eV: -7.69 / -7.30
SMILES: C=C/C(C)=C/C

Last column: Löwdin charge in e.
CARTESIAN COORDINATES (ANGSTROEM)
C 2.350 1.477 0.644  0.000
C 1.226 0.900 0.961  -0.264
C -0.998 -0.603 0.933  -0.038
C 0.471 0.241 0.091  -0.220
C -2.182 -0.939 0.255  -0.210
C 0.573 -0.155 -1.251  -0.114
H 3.118 1.696 1.425  0.070
H 2.727 1.785 -0.329  0.063
H 0.925 0.633 1.991  0.117
H -1.075 -0.215 1.925  0.046
H -2.116 -1.050 -0.788  0.034
H -2.779 -1.911 0.644  0.121
H -2.989 -0.152 0.516  0.105
H 0.091 -1.146 -1.441  0.093
H 1.667 -0.249 -1.517  0.105
H 0.045 0.590 -1.841  0.093



[3]
DFT (the ωB97M-V functional and the def2-TZVPD basis) results for a structure of composition C6H10.

## Properties
Orbital gap, eV: 9.35
DFT total energy, a.u.: -234.45138
Net charge: 0
Relative energy (zero: lowest compared OMol25 entry of this formula, charge and spin), kcal per mole: 94.8
E_HOMO, eV: -8.32

Last column: Löwdin charge in e.
CARTESIAN COORDINATES (ANGSTROEM)
C -0.638 1.813 -0.156  -0.048
C 0.039 0.470 -0.342  -0.535
C 0.071 -0.152 -1.677  0.047
C -0.720 -0.874 -0.218  -0.187
C 0.316 -1.393 0.795  -0.134
C 1.063 -0.033 0.722  -0.116
H -1.429 1.946 -0.901  0.080
H 0.096 2.619 -0.297  0.082
H -1.064 1.921 0.851  0.078
H -0.764 -1.277 -1.342  0.112
H 0.963 -0.802 -1.747  0.056
H -1.791 -0.823 -0.016  0.141
H -0.125 -1.592 1.779  0.107
H 0.871 -2.284 0.480  0.106
H 2.110 -0.055 0.398  0.106
H 1.003 0.518 1.669  0.105



[4]
DFT (the ωB97M-V functional and the def2-TZVPD basis) results for the molecule C6H10.

## Properties
Orbital gap, eV: 9.92
DFT total energy, a.u.: -234.60251
Net charge: 0
Relative energy (zero: lowest compared OMol25 entry of this formula, charge and spin), kcal per mole: 0.0
E_HOMO, eV: -8.76
SMILES: CC1=CCCC1

Last column: Löwdin charge in e.
CARTESIAN COORDINATES (ANGSTROEM)
C 2.211 0.146 0.133  -0.061
C 0.720 0.140 -0.009  -0.314
C -0.082 1.196 -0.156  -0.068
C -1.535 0.798 -0.273  -0.192
C -1.518 -0.655 0.246  -0.192
C -0.085 -1.145 -0.030  -0.161
H 2.687 -0.504 -0.611  0.079
H 2.620 1.155 0.019  0.075
H 2.507 -0.231 1.120  0.080
H 0.260 2.226 -0.219  0.107
H -2.208 1.443 0.304  0.102
H -1.868 0.846 -1.320  0.107
H -1.684 -0.645 1.330  0.109
H -2.290 -1.287 -0.202  0.102
H -0.007 -1.614 -1.023  0.117
H 0.262 -1.888 0.698  0.110



[5]
DFT (the ωB97M-V functional and the def2-TZVPD basis) results for the molecule C6H10.

## Properties
Orbital gap, eV: 10.51
DFT total energy, a.u.: -234.47552
Net charge: 0
Relative energy (zero: lowest compared OMol25 entry of this formula, charge and spin), kcal per mole: 79.7
E_HOMO, eV: -9.66

Last column: Löwdin charge in e.
CARTESIAN COORDINATES (ANGSTROEM)
C 1.097 -1.022 -1.508  -0.117
C 0.066 0.051 -1.254  -0.274
C -0.931 -0.274 -0.142  -0.190
C -0.196 -1.314 1.540  0.185
C -0.364 -0.069 1.368  -0.427
C -0.192 1.258 1.981  -0.058
H 1.668 -1.212 -0.603  0.064
H 1.779 -0.740 -2.315  0.074
H 0.605 -1.954 -1.778  0.075
H -0.485 0.237 -2.180  0.108
H 0.570 0.988 -1.018  0.101
H -1.721 0.475 -0.118  0.112
H -1.441 -1.229 -0.352  0.108
H -1.146 1.762 2.029  0.079
H 0.217 1.199 2.987  0.084
H 0.473 1.842 1.362  0.076



[6]
DFT (the ωB97M-V functional and the def2-TZVPD basis) results for the molecule C6H10 in a non-equilibrium geometry.

## Properties
Orbital gap, eV: 10.16
DFT total energy, a.u.: -234.50786
Net charge: 0
Relative energy (zero: lowest compared OMol25 entry of this formula, charge and spin), kcal per mole: 59.4
E_HOMO, eV: -9.02
SMILES: C=CC(=C)CC

Last column: Löwdin charge in e.
CARTESIAN COORDINATES (ANGSTROEM)
C -1.589 0.966 0.146  -0.118
C -1.195 -0.405 -0.388  -0.209
C 0.341 -0.464 -0.609  -0.281
C 0.971 0.147 -1.633  0.056
C 1.223 -0.419 1.576  -0.003
C 1.328 -0.992 0.398  -0.145
H -1.293 1.092 1.266  0.090
H -2.587 1.327 0.141  0.042
H -1.025 1.755 -0.443  0.089
H -1.751 -0.895 -1.180  0.102
H -1.457 -1.083 0.437  0.100
H 1.944 0.279 -1.611  0.009
H 0.659 0.649 -2.470  0.040
H 1.990 -0.520 2.482  0.099
H 0.499 0.338 1.845  0.034
H 1.943 -1.775 0.040  0.094



[7]
DFT (the ωB97M-V functional and the def2-TZVPD basis) results for a structure of composition C6H10 in a non-equilibrium geometry.

## Properties
Orbital gap, eV: 10.59
DFT total energy, a.u.: -234.47563
Net charge: 0
Relative energy (zero: lowest compared OMol25 entry of this formula, charge and spin), kcal per mole: 79.6
E_HOMO, eV: -9.49

Last column: Löwdin charge in e.
CARTESIAN COORDINATES (ANGSTROEM)
C 1.026 -0.662 -0.800  -0.086
C 0.437 -0.718 0.773  -0.262
C 0.807 0.737 0.639  -0.179
C 0.278 0.673 -0.815  -0.290
C -1.194 0.284 -0.621  -0.181
C -1.054 -0.513 0.696  -0.184
H 0.643 -1.532 -1.310  0.090
H 2.105 -0.524 -1.027  0.112
H 0.821 -1.377 1.564  0.131
H 1.890 0.933 0.723  0.114
H -0.114 1.360 1.431  0.155
H 0.515 1.472 -1.527  0.134
H -1.570 -0.285 -1.479  0.108
H -1.850 1.146 -0.468  0.103
H -1.724 -1.387 0.830  0.110
H -1.056 0.533 1.509  0.127



[8]
DFT (the ωB97M-V functional and the def2-TZVPD basis) results for a cluster of 2 separate species, C6H10 in total in a non-equilibrium geometry.

## Properties
Orbital gap, eV: 10.12
DFT total energy, a.u.: -234.47535
Net charge: 0
Relative energy (zero: lowest compared OMol25 entry of this formula, charge and spin), kcal per mole: 79.8
E_HOMO, eV: -9.10
SMILES: C=C(C)C.C#C

Last column: Löwdin charge in e.
CARTESIAN COORDINATES (ANGSTROEM)
C 2.713 -0.195 -0.564  0.012
C 3.212 0.847 -0.721  0.025
C 0.046 -0.950 0.958  -0.028
C -0.823 -0.260 0.261  -0.389
C -0.777 1.219 0.465  -0.073
C -1.945 -0.839 -0.681  -0.044
H 2.246 -1.071 -0.398  -0.019
H 3.551 1.761 -0.968  -0.013
H 0.168 -1.936 0.716  0.027
H 0.715 -0.564 1.743  0.087
H -1.086 1.381 1.501  0.090
H -1.425 1.751 -0.184  0.066
H 0.177 1.593 0.563  0.040
H -1.926 -1.882 -1.009  0.068
H -1.983 -0.220 -1.590  0.068
H -2.864 -0.636 -0.093  0.083



[9]
DFT (the ωB97M-V functional and the def2-TZVPD basis) results for the molecule C6H10.

## Properties
Orbital gap, eV: 11.01
DFT total energy, a.u.: -234.55282
Net charge: 0
Relative energy (zero: lowest compared OMol25 entry of this formula, charge and spin), kcal per mole: 31.2
E_HOMO, eV: -9.93
SMILES: C#CCC(C)C

Last column: Löwdin charge in e.
CARTESIAN COORDINATES (ANGSTROEM)
C -0.770 0.235 -1.362  -0.087
C -0.831 0.074 0.156  -0.445
C -0.748 -1.398 0.559  -0.085
C 0.255 0.916 0.859  -0.198
C 1.617 0.666 0.370  -0.153
C 2.731 0.487 -0.052  0.110
H -1.598 -0.297 -1.844  0.077
H 0.170 -0.171 -1.753  0.076
H -0.826 1.290 -1.657  0.080
H -1.793 0.472 0.510  0.130
H -0.843 -1.521 1.644  0.077
H -1.550 -1.974 0.083  0.077
H 0.211 -1.831 0.249  0.081
H 0.032 1.982 0.722  0.119
H 0.221 0.726 1.940  0.117
H 3.722 0.344 -0.423  0.023



[10]
DFT (the ωB97M-V functional and the def2-TZVPD basis) results for the molecule C6H10 in a non-equilibrium geometry.

## Properties
Orbital gap, eV: 10.17
DFT total energy, a.u.: -234.48212
Net charge: 0
Relative energy (zero: lowest compared OMol25 entry of this formula, charge and spin), kcal per mole: 75.5
E_HOMO, eV: -9.05
SMILES: C#C[C@H](C)CC

Last column: Löwdin charge in e.
CARTESIAN COORDINATES (ANGSTROEM)
C -0.769 -1.857 -0.530  -0.108
C 0.231 -0.936 0.229  -0.194
C -0.314 0.653 0.392  -0.283
C 0.251 1.827 1.293  -0.049
C 0.064 0.846 -0.972  -0.207
C 0.762 0.875 -1.958  0.072
H -1.805 -1.559 -0.342  0.069
H -0.644 -1.879 -1.624  0.072
H -0.665 -2.896 -0.186  0.070
H 0.342 -1.257 1.249  0.084
H 1.214 -1.063 -0.265  0.106
H -1.360 0.487 0.666  0.121
H 1.079 1.502 1.922  0.067
H 0.624 2.654 0.668  0.074
H -0.504 2.276 1.961  0.071
H 1.495 0.327 -2.502  0.035